[1]
Molecular formula: C47H54MoO4PSe
Method: DFT, ωB97M-V/def2-TZVPD

The geometry in XYZ format:
```
108
Properties=species:S:1:pos:R:3:forces:R:3:lowdin_charge:R:1
Mo -0.534 -1.424 -1.072 -0.3 -1.4 0.2 1.22
C 4.562 4.443 -0.361 0.0 0.1 0.0 -0.05
C 4.456 3.451 -1.528 0.1 0.1 0.0 -0.56
C 5.691 2.551 -1.490 -0.1 -0.1 0.0 -0.07
C 4.478 4.224 -2.855 0.0 0.0 0.0 -0.05
C 3.153 2.663 -1.415 0.2 0.1 0.0 -0.18
C 3.117 1.285 -1.294 0.0 -0.2 0.0 -0.07
C 1.909 0.613 -1.187 0.6 0.3 -0.4 -0.37
Se 1.967 -1.316 -1.001 -0.3 1.2 0.7 1.19
C 1.876 -1.175 0.946 0.3 -0.3 0.5 -0.36
C 3.078 -0.983 1.617 0.0 -0.1 -0.2 -0.08
C 3.119 -0.845 2.990 0.2 0.1 0.0 -0.19
C 1.905 -0.912 3.678 0.0 0.0 -0.1 0.01
C 0.681 -1.104 3.058 0.2 0.0 0.2 -0.09
C 0.653 -1.241 1.644 -0.4 -0.1 -0.7 -0.33
O -0.501 -1.419 1.016 0.7 0.5 1.0 -0.32
C -0.613 -1.164 3.869 -0.3 0.0 -0.1 -0.53
C -0.373 -0.994 5.371 0.1 0.0 0.0 -0.08
C -1.299 -2.523 3.679 -0.1 -0.1 0.0 -0.04
C -1.559 -0.036 3.431 -0.2 0.1 -0.1 -0.04
C 4.419 -0.621 3.761 0.0 0.0 0.1 -0.56
C 4.632 -1.766 4.760 0.0 0.0 0.1 -0.05
C 4.344 0.710 4.522 0.0 0.0 0.1 -0.05
C 5.641 -0.565 2.845 0.0 0.0 -0.1 -0.07
C 0.681 1.297 -1.198 -0.5 -0.2 0.0 -0.33
O -0.453 0.623 -1.089 0.7 0.0 0.0 -0.31
C 0.698 2.704 -1.325 0.1 0.2 0.0 -0.08
C 1.933 3.333 -1.428 0.0 -0.1 0.0 0.00
C -0.548 3.607 -1.358 -0.2 -0.1 0.0 -0.53
C -0.477 4.603 -0.191 0.1 0.1 0.0 -0.05
C -0.574 4.376 -2.688 0.1 0.1 0.0 -0.05
C -1.892 2.877 -1.240 -0.1 0.1 0.0 -0.07
H 5.492 5.015 -0.426 0.0 0.0 0.0 0.08
H 3.737 5.156 -0.361 0.0 0.0 0.0 0.07
H 4.552 3.911 0.592 0.0 0.0 0.0 0.09
H 6.597 3.155 -1.572 0.0 0.1 0.0 0.08
H 5.747 1.997 -0.551 0.0 0.0 0.0 0.08
H 5.689 1.841 -2.318 0.0 -0.1 0.0 0.09
H 5.407 4.793 -2.952 0.0 0.0 0.0 0.08
H 4.408 3.535 -3.698 0.0 0.0 0.0 0.09
H 3.650 4.929 -2.924 0.0 0.0 0.0 0.07
H 4.026 0.698 -1.275 0.0 0.0 0.0 0.09
H 3.983 -0.936 1.023 0.0 0.0 0.0 0.09
H 1.940 -0.804 4.754 -0.1 0.0 0.0 0.09
H 0.267 -1.787 5.766 0.0 0.0 0.0 0.08
H 0.081 -0.026 5.597 0.0 0.0 0.0 0.08
H -1.323 -1.043 5.906 -0.1 0.0 -0.1 0.08
H -0.639 -3.332 4.001 0.0 0.0 0.0 0.09
H -2.215 -2.572 4.275 0.0 0.0 0.1 0.08
H -1.575 -2.699 2.645 0.1 0.1 -0.1 0.06
H -1.084 0.937 3.578 0.0 0.0 0.0 0.09
H -1.838 -0.125 2.383 0.1 -0.1 0.0 0.07
H -2.479 -0.062 4.022 0.0 0.0 0.1 0.08
H 3.818 -1.827 5.483 0.0 0.0 0.0 0.07
H 4.693 -2.722 4.236 0.0 0.0 0.0 0.09
H 5.560 -1.621 5.320 0.0 0.0 0.0 0.08
H 3.523 0.719 5.240 0.0 0.0 0.0 0.07
H 5.269 0.888 5.078 0.0 0.0 0.0 0.08
H 4.196 1.538 3.827 0.0 0.0 0.0 0.09
H 5.769 -1.500 2.297 0.0 0.0 -0.1 0.09
H 5.561 0.255 2.129 0.0 0.0 0.0 0.08
H 6.545 -0.402 3.436 0.0 0.0 0.1 0.08
H 1.952 4.412 -1.524 0.0 0.0 0.0 0.10
H 0.413 5.232 -0.239 0.0 0.0 0.0 0.07
H -1.346 5.266 -0.204 0.0 0.0 0.0 0.08
H -0.464 4.071 0.761 0.0 0.0 0.0 0.09
H 0.314 4.996 -2.822 0.0 0.0 0.0 0.07
H -0.631 3.680 -3.526 0.0 0.0 0.0 0.09
H -1.443 5.037 -2.729 0.0 0.0 0.0 0.08
H -1.976 2.343 -0.296 0.0 -0.1 -0.1 0.08
H -2.703 3.613 -1.276 0.1 0.1 0.0 0.08
H -2.045 2.182 -2.063 0.0 -0.1 0.1 0.08
O 0.355 -1.421 -4.023 -0.6 -0.1 0.1 -0.06
C -0.598 -1.399 -3.250 -0.3 0.7 0.0 -0.39
C -2.027 -1.290 -3.867 0.3 0.0 -0.1 -0.20
C -2.118 -1.180 -5.247 -0.3 0.0 -0.2 -0.04
C -3.344 -1.032 -5.879 0.0 0.0 0.0 -0.09
C -4.497 -0.988 -5.115 0.0 0.0 -0.1 -0.10
C -4.420 -1.102 -3.730 -0.3 0.0 -0.2 -0.10
C -3.201 -1.265 -3.084 0.4 0.6 0.3 -0.29
P -3.053 -1.460 -1.188 0.0 -1.2 -3.3 1.10
C -4.835 -1.293 -0.830 0.2 0.2 1.0 -0.38
C -5.692 -2.382 -0.735 -0.1 -0.2 0.0 -0.08
C -7.025 -2.193 -0.395 0.0 0.1 -0.1 -0.08
C -7.509 -0.918 -0.143 0.0 0.0 0.0 -0.10
C -6.655 0.173 -0.228 0.0 0.0 -0.1 -0.09
C -5.325 -0.016 -0.567 0.0 0.1 0.0 -0.10
C -2.739 -3.281 -1.299 -1.1 -1.0 2.0 -0.38
C -2.003 -3.841 -0.191 -2.0 -0.9 0.0 -0.19
C -1.743 -5.207 -0.133 -0.6 0.2 0.2 -0.09
C -2.178 -6.029 -1.163 -0.1 0.0 -0.2 -0.11
C -2.882 -5.502 -2.234 0.1 -0.1 0.0 -0.10
C -3.168 -4.136 -2.292 -0.2 0.0 -0.1 -0.10
H -1.210 -1.201 -5.837 0.1 0.0 0.2 0.11
H -3.399 -0.943 -6.958 0.0 0.0 0.0 0.09
H -5.462 -0.868 -5.592 0.0 0.0 0.0 0.09
H -5.357 -1.069 -3.188 0.1 0.0 0.1 0.09
H -5.332 -3.386 -0.924 0.1 0.0 0.0 0.10
H -7.687 -3.047 -0.325 0.0 0.0 0.0 0.10
H -8.549 -0.774 0.124 0.0 0.0 0.0 0.10
H -7.026 1.170 -0.028 0.0 0.0 0.0 0.10
H -4.663 0.842 -0.630 0.0 0.0 0.0 0.10
H -1.684 -3.216 0.627 -0.3 0.0 0.2 0.06
H -1.203 -5.618 0.711 0.0 0.0 0.0 0.10
H -1.972 -7.093 -1.128 0.0 0.0 0.0 0.09
H -3.224 -6.154 -3.028 0.0 0.0 0.0 0.09
H -3.738 -3.770 -3.138 0.1 0.1 0.0 0.11
O -0.436 -3.126 -1.150 3.0 1.6 -1.2 -0.48
```
Positions in Å, forces in eV/Å.

Properties
Molar mass ... 888.819 g/mol
Total charge ... -1

=====

[2]
Molecular formula: C47H55FN4O2SSeW
Method: DFT, ωB97M-V/def2-TZVPD

The geometry in XYZ format:
```
112
Properties=species:S:1:pos:R:3:forces:R:3:lowdin_charge:R:1
W -1.203 0.303 1.684 -1.9 1.3 0.8 1.71
N -5.433 -0.543 0.900 0.1 0.0 0.1 0.14
C -4.321 0.092 1.269 -0.5 -0.1 -0.2 -0.79
S -3.462 -0.445 2.690 0.9 0.3 -0.1 0.80
N -3.945 1.128 0.567 0.2 -0.1 0.0 0.04
N -2.776 1.658 1.062 0.2 -0.7 -0.1 -0.17
C -2.593 2.924 0.967 0.1 0.7 0.1 -0.19
C -3.603 3.867 0.461 0.1 0.1 -0.1 -0.18
C -3.927 4.986 1.230 0.0 0.0 0.2 -0.04
C -4.847 5.909 0.761 -0.1 0.0 0.0 -0.05
C -5.423 5.737 -0.492 0.0 0.0 0.0 -0.04
C -5.091 4.633 -1.268 0.0 0.0 0.0 -0.05
C -4.195 3.691 -0.791 0.0 0.0 0.0 -0.02
C -1.256 3.378 1.407 -0.4 0.2 -0.2 -0.22
C -0.790 4.664 1.273 0.0 0.4 -0.1 0.05
C 0.495 4.968 1.718 -0.1 0.1 0.0 0.02
C 1.268 3.972 2.280 0.1 0.1 0.1 0.02
C 0.749 2.693 2.346 0.3 0.0 0.2 -0.07
N -0.476 2.415 1.917 -0.3 -1.0 -0.1 -0.03
H -5.800 -1.288 1.464 0.0 -0.1 0.0 0.11
H -6.002 -0.163 0.161 0.0 0.0 0.0 0.13
H -3.489 5.117 2.215 0.0 0.0 -0.1 0.13
H -5.112 6.763 1.371 0.0 0.0 0.0 0.12
H -6.132 6.467 -0.864 0.0 -0.1 0.0 0.12
H -5.541 4.501 -2.244 0.0 0.0 0.0 0.12
H -3.948 2.825 -1.389 0.0 0.0 0.0 0.11
H -1.419 5.415 0.814 0.0 0.0 0.0 0.13
H 0.878 5.977 1.625 0.0 -0.1 0.0 0.13
H 2.265 4.163 2.655 0.0 0.0 0.0 0.13
H 1.318 1.871 2.754 0.0 0.0 0.0 0.10
C -1.667 -1.940 -5.661 0.0 0.0 0.0 -0.03
C -0.619 -2.662 -4.797 0.0 0.0 0.0 -0.55
C -0.759 -4.170 -5.011 0.0 0.0 0.0 -0.05
C 0.792 -2.231 -5.234 0.0 0.0 0.0 -0.04
C -0.840 -2.271 -3.334 0.0 0.0 -0.1 -0.13
C -0.680 -0.939 -2.938 0.1 -0.1 -0.2 -0.03
C -0.911 -0.604 -1.628 0.0 0.2 0.0 -0.37
Se -0.564 1.159 -0.975 0.1 0.0 0.0 1.29
C 1.290 0.894 -0.620 -0.1 0.1 0.1 -0.38
C 2.239 1.257 -1.545 0.1 0.0 -0.1 -0.04
C 3.583 0.978 -1.291 0.1 0.0 0.0 -0.13
C 3.890 0.326 -0.101 0.1 0.0 0.1 0.07
C 2.952 -0.055 0.868 0.2 -0.1 0.0 -0.06
C 1.631 0.267 0.578 -0.2 0.0 0.1 -0.28
O 0.597 -0.014 1.447 1.2 -0.6 0.2 -0.32
C 3.373 -0.822 2.131 -0.1 0.0 -0.1 -0.51
C 4.887 -1.056 2.177 0.0 0.0 0.0 -0.05
C 2.988 -0.035 3.390 0.1 0.1 0.0 -0.03
C 2.687 -2.202 2.135 0.1 0.0 0.0 -0.02
C 4.643 1.347 -2.329 0.0 0.0 0.0 -0.55
C 4.558 2.850 -2.633 0.0 0.0 0.0 -0.04
C 4.371 0.547 -3.614 0.0 0.0 0.0 -0.03
C 6.056 1.026 -1.841 0.1 0.0 0.0 -0.05
C -1.321 -1.545 -0.695 -0.1 0.2 0.2 -0.25
O -1.610 -1.063 0.578 0.0 -1.0 -0.7 -0.34
C -1.458 -2.886 -1.018 0.0 -0.2 0.0 -0.06
C -1.202 -3.195 -2.359 0.0 -0.1 0.0 0.07
C -1.837 -3.964 0.006 0.0 0.1 0.0 -0.52
C -0.846 -3.933 1.180 0.1 -0.2 0.0 -0.03
C -3.265 -3.708 0.510 -0.1 -0.1 0.0 -0.03
C -1.784 -5.373 -0.599 0.0 0.1 -0.1 -0.05
H -1.521 -2.197 -6.713 0.0 0.0 0.1 0.10
H -1.590 -0.853 -5.569 0.0 -0.1 0.0 0.08
H -2.680 -2.237 -5.376 0.1 0.0 0.0 0.10
H -0.598 -4.398 -6.066 0.0 0.0 0.0 0.10
H -1.758 -4.530 -4.749 0.1 0.0 0.0 0.09
H -0.019 -4.735 -4.435 -0.1 0.0 0.0 0.10
H 0.986 -2.584 -6.250 0.0 0.0 0.1 0.09
H 1.555 -2.655 -4.576 -0.1 0.0 -0.1 0.09
H 0.907 -1.142 -5.239 0.0 -0.1 0.0 0.08
H -0.357 -0.180 -3.642 0.0 -0.1 0.0 0.12
H 1.934 1.732 -2.471 0.0 0.0 0.1 0.12
H 4.925 0.090 0.093 -0.1 0.0 0.0 0.09
H 5.449 -0.117 2.189 0.0 -0.1 0.0 0.10
H 5.236 -1.665 1.339 0.0 0.1 0.1 0.10
H 5.130 -1.594 3.095 0.0 0.0 -0.1 0.10
H 3.464 0.953 3.393 0.0 -0.1 0.0 0.10
H 3.339 -0.568 4.277 0.0 0.0 0.0 0.10
H 1.910 0.082 3.493 0.0 0.0 0.0 0.04
H 2.984 -2.783 1.257 0.0 0.0 0.1 0.10
H 1.601 -2.122 2.135 0.0 0.0 0.0 0.05
H 2.986 -2.761 3.026 0.0 0.0 -0.1 0.10
H 3.583 3.136 -3.038 0.1 0.0 0.0 0.08
H 5.313 3.119 -3.375 -0.1 0.0 0.0 0.10
H 4.743 3.442 -1.732 0.0 0.0 -0.1 0.09
H 3.393 0.789 -4.043 0.1 0.0 0.0 0.08
H 4.403 -0.528 -3.419 0.0 0.1 0.0 0.09
H 5.131 0.781 -4.365 -0.1 0.0 0.1 0.10
H 6.293 1.545 -0.907 0.0 0.0 -0.1 0.09
H 6.777 1.356 -2.592 0.0 0.0 0.0 0.10
H 6.205 -0.048 -1.695 0.0 0.1 0.0 0.09
H -1.298 -4.226 -2.654 0.0 0.0 0.0 0.09
H -0.883 -2.999 1.729 0.0 0.2 0.1 0.05
H 0.179 -4.091 0.832 -0.1 0.0 0.0 0.10
H -1.092 -4.733 1.883 0.0 0.0 -0.1 0.10
H -3.344 -2.770 1.062 0.0 0.0 0.0 0.03
H -3.566 -4.516 1.183 0.0 0.1 0.0 0.10
H -3.972 -3.683 -0.326 0.1 0.0 0.1 0.10
H -0.789 -5.620 -0.980 -0.1 0.0 0.0 0.10
H -2.512 -5.502 -1.405 0.1 0.0 0.1 0.10
H -2.030 -6.098 0.178 0.0 0.0 0.0 0.10
F -0.377 0.294 7.779 0.0 0.0 0.1 0.12
C -0.554 0.202 6.468 0.0 -0.1 0.0 -0.26
C -0.024 -0.892 5.801 0.0 0.0 0.2 0.03
C -0.186 -0.977 4.434 0.2 -0.2 -0.2 -0.10
C -0.886 0.007 3.747 -0.3 0.5 -0.5 -0.40
C -1.457 1.077 4.460 0.3 -0.4 0.4 -0.17
C -1.274 1.196 5.823 0.0 0.0 0.1 0.03
H 0.506 -1.657 6.356 0.0 0.1 0.0 0.14
H 0.239 -1.823 3.908 0.0 0.0 0.0 0.10
H -2.066 1.807 3.962 -0.2 0.3 -0.1 0.08
H -1.701 2.014 6.390 0.0 -0.1 0.0 0.13
```
Positions in Å, forces in eV/Å.

Properties
Molar mass ... 1021.848 g/mol
Total charge ... +2

=====

Number 1: E_HOMO -4.41 eV, Kohn-Sham gap 0.250 Ha. Number 2: E_HOMO -13.57 eV, Kohn-Sham gap 0.225 Ha.